# 1
The following is a quantum chemistry calculation of a molecular structure, C3AlF6NO4S2 in a non-equilibrium geometry, from OMol25.

Summary:
E_HOMO = -9.38 eV
max |F| = 2.39 eV/A
energy above the lowest of the compared OMol25 structures with the same formula, charge and spin = 0.0 kJ/mol
gap between HOMO and LUMO = 8.63 eV

Last column: Mulliken charge in e.
Element x y z (Å)
1 Al 1.131 -2.285 1.699  0.407
2 O -2.127 -3.969 0.125  -0.354
3 C -1.800 -3.366 1.065  0.899
4 O -1.481 -3.017 2.133  -0.426
5 N 1.504 -3.184 -2.045  -0.362
6 S 0.401 -2.146 -1.497  0.353
7 O 0.204 -2.212 0.041  -0.381
8 C 1.226 -0.454 -1.622  0.670
9 F 1.524 -0.213 -2.892  -0.193
10 F 2.338 -0.379 -0.902  -0.189
11 F 0.375 0.471 -1.198  -0.230
12 S 3.004 -3.200 -1.326  0.349
13 O 4.060 -2.900 -2.358  -0.599
14 C 3.092 -5.066 -1.194  0.731
15 F 2.213 -5.505 -0.303  -0.230
16 F 2.868 -5.660 -2.356  -0.228
17 F 4.315 -5.390 -0.782  -0.218

# 2
The following is a quantum chemistry calculation of 3 unconnected molecules or ions with the total composition C2H10O3 in a non-equilibrium geometry, from OMol25.

Summary:
E_HOMO = -10.17 eV
max |F| = 3.51 eV/A
energy above the lowest of the compared OMol25 structures with the same formula, charge and spin = 137.9 kJ/mol
gap between HOMO and LUMO = 10.63 eV

Last column: Mulliken charge in e.
Element x y z (Å)
1 C 0.601 -1.765 0.382  -0.939
2 C 1.041 -1.541 -1.068  -0.228
3 O 1.881 -0.360 -1.380  -0.529
4 H -0.409 -2.042 0.649  0.305
5 H 1.333 -2.512 0.696  0.281
6 H 0.789 -0.970 1.112  0.310
7 H 0.208 -1.182 -1.675  0.258
8 H 1.702 -2.321 -1.400  0.266
9 H 1.407 0.452 -1.202  0.278
10 O -1.024 2.525 -0.438  -0.593
11 H -0.665 2.612 -1.312  0.280
12 H -1.356 1.674 -0.630  0.298
13 O -2.062 1.745 1.904  -0.627
14 H -1.867 1.149 2.623  0.304
15 H -1.579 2.536 1.738  0.336

# 3
The following is a quantum chemistry calculation of C6H10N2O2 in the gas phase in a non-equilibrium geometry, from OMol25.

Summary:
E_HOMO = -9.58 eV
max |F| = 3.87 eV/A
energy above the lowest of the compared OMol25 structures with the same formula, charge and spin = 266.2 kJ/mol
gap between HOMO and LUMO = 10.38 eV

Last column: Mulliken charge in e.
Element x y z (Å)
1 C -0.996 -0.988 1.254  -1.478
2 C -0.733 -0.038 0.005  1.985
3 C -0.984 -0.940 -1.201  -1.450
4 C -1.573 1.233 0.153  -0.864
5 O -0.560 2.307 0.138  -0.285
6 N 0.677 1.761 0.063  -0.511
7 C 0.674 0.505 0.029  0.138
8 C 1.956 -0.300 0.008  0.188
9 N 3.055 0.533 0.014  -0.418
10 O 1.984 -1.485 0.078  -0.549
11 H -1.880 -1.641 0.925  0.336
12 H -1.102 -0.294 2.217  0.347
13 H -0.210 -1.716 1.293  0.418
14 H -0.318 -0.660 -2.121  0.317
15 H -2.046 -0.848 -1.692  0.325
16 H -0.711 -1.961 -0.981  0.418
17 H -2.210 1.317 -0.711  0.289
18 H -1.914 1.484 1.175  0.269
19 H 2.935 1.456 -0.327  0.263
20 H 3.955 0.274 -0.318  0.262

# 4
The following is a quantum chemistry calculation of a gas-phase ion, C6H10O (charge +1) in a non-equilibrium geometry, from OMol25.

Summary:
E_HOMO (alpha / beta) = -14.70 / -14.85 eV
net charge = +1
spin multiplicity = 2
max |F| = 2.22 eV/A
energy above the lowest of the compared OMol25 structures with the same formula, charge and spin = 187.8 kJ/mol
gap between HOMO and LUMO (alpha / beta) = 9.90 / 6.93 eV

Last column: Mulliken charge in e.
Element x y z (Å)
1 C -0.488 -2.193 -1.604  -1.264
2 C 0.189 -1.519 -0.476  0.844
3 C 1.247 -2.123 0.184  -0.773
4 C -0.660 2.013 0.731  -0.522
5 O 0.220 3.118 0.685  -0.515
6 C 0.079 0.780 0.325  -0.030
7 C -0.499 -0.436 0.103  -0.350
8 H -0.593 -1.474 -2.423  0.353
9 H -1.561 -2.338 -1.399  0.346
10 H -0.167 -3.134 -2.032  0.404
11 H 1.514 -3.159 0.042  0.331
12 H 1.864 -1.532 0.847  0.333
13 H -1.009 1.875 1.765  0.304
14 H -1.511 2.277 0.101  0.382
15 H 0.687 3.163 1.534  0.321
16 H 1.054 1.014 -0.098  0.451
17 H -1.577 -0.490 0.193  0.385

# 5
The following is a quantum chemistry calculation of a molecular structure, C48H39F10N6O5SW in a non-equilibrium geometry, from OMol25.

Summary:
E_HOMO (alpha / beta) = -9.89 / -10.58 eV
net charge = +1
spin multiplicity = 3
max |F| = 1.36 eV/A
energy above the lowest of the compared OMol25 structures with the same formula, charge and spin = 11.8 kJ/mol
gap between HOMO and LUMO (alpha / beta) = 5.85 / 6.18 eV

Last column: Mulliken charge in e.
Element x y z (Å)
1 W -0.544 -0.397 -0.413  2.487
2 C -0.154 2.902 0.958  -1.139
3 N -0.897 1.619 0.934  0.517
4 C -2.221 1.934 0.388  -0.961
5 C -1.995 2.122 -1.109  -1.468
6 N -0.935 1.214 -1.631  1.349
7 C -0.608 1.555 -2.948  0.628
8 C -0.407 2.899 -3.298  0.465
9 F -0.330 3.855 -2.346  -0.415
10 C -0.178 3.342 -4.591  0.257
11 F 0.003 4.642 -4.817  -0.288
12 C -0.082 2.436 -5.633  0.693
13 F 0.146 2.840 -6.883  -0.299
14 C -0.190 1.094 -5.323  0.142
15 F -0.073 0.174 -6.283  -0.304
16 C -0.430 0.679 -4.019  -1.283
17 F -0.497 -0.655 -3.870  -0.310
18 C -0.859 0.980 2.262  0.054
19 C 0.553 0.441 2.382  -1.058
20 N 0.857 -0.389 1.209  0.885
21 C 2.097 -0.989 1.264  -0.711
22 C 3.211 -0.420 1.899  0.496
23 F 3.149 0.819 2.429  -0.459
24 C 4.453 -1.035 1.978  0.381
25 F 5.452 -0.403 2.587  -0.309
26 C 4.673 -2.273 1.396  0.629
27 F 5.864 -2.862 1.454  -0.311
28 C 3.606 -2.865 0.741  0.205
29 F 3.742 -4.066 0.174  -0.317
30 C 2.376 -2.230 0.691  -0.156
31 F 1.386 -2.932 0.068  -0.289
32 H -0.749 3.626 1.523  0.217
33 H 0.001 3.276 -0.051  0.206
34 H 0.808 2.810 1.443  0.422
35 H -2.632 2.857 0.820  0.670
36 H -2.893 1.130 0.652  -0.209
37 H -1.693 3.157 -1.269  1.110
38 H -2.931 1.981 -1.665  0.426
39 H -1.620 0.193 2.281  -1.334
40 H -1.077 1.685 3.075  0.533
41 H 0.660 -0.144 3.299  0.744
42 H 1.250 1.276 2.477  0.479
43 O 6.401 3.878 -1.954  -0.474
44 C 5.477 3.696 -0.991  0.581
45 O 5.470 4.389 -0.015  -0.529
46 C 4.463 2.603 -1.197  0.589
47 C 4.615 1.563 -2.109  -1.352
48 C 3.647 0.579 -2.236  -1.271
49 C 2.510 0.634 -1.433  -0.360
50 C 2.353 1.670 -0.546  1.031
51 C 3.320 2.648 -0.413  -0.624
52 N 1.445 -0.358 -1.484  1.634
53 C 1.651 -1.408 -2.214  -0.781
54 C 0.620 -2.421 -2.346  0.142
55 C 0.780 -3.497 -3.194  -0.536
56 C -0.277 -4.385 -3.336  -1.358
57 C -1.422 -4.164 -2.594  -1.064
58 C -1.491 -3.073 -1.738  -0.778
59 N -0.496 -2.190 -1.623  1.017
60 H 6.230 3.312 -2.718  0.296
61 H 5.499 1.478 -2.728  0.303
62 H 3.812 -0.186 -2.977  0.512
63 H 1.464 1.677 0.047  -0.772
64 H 3.209 3.453 0.301  0.628
65 H 2.580 -1.578 -2.746  0.394
66 H 1.703 -3.619 -3.739  0.618
67 H -0.203 -5.227 -4.008  0.505
68 H -2.270 -4.829 -2.660  0.618
69 H -2.346 -2.905 -1.103  0.767
70 O -3.512 -0.788 1.589  -0.388
71 C -3.681 -0.945 0.394  -0.328
72 C -4.996 -1.406 -0.203  -1.018
73 C -4.821 -1.178 -1.689  -0.667
74 C -3.366 -0.774 -1.833  -0.369
75 O -2.823 -0.592 -2.896  -0.427
76 N -2.747 -0.673 -0.588  1.131
77 H -5.808 -0.841 0.251  0.452
78 H -5.141 -2.455 0.066  0.229
79 H -5.441 -0.371 -2.081  0.356
80 H -5.005 -2.051 -2.315  0.296
81 O -1.211 -2.137 0.943  -1.357
82 S -0.711 -2.653 2.301  1.069
83 C -2.079 -2.524 3.470  -1.300
84 C -1.971 -1.358 4.414  0.639
85 C -3.073 -0.540 4.637  -0.159
86 C -2.995 0.504 5.547  -0.893
87 C -1.818 0.738 6.244  -0.542
88 C -0.723 -0.090 6.044  -0.669
89 C -0.805 -1.136 5.138  -0.146
90 C -0.693 -4.452 2.104  -1.363
91 C -2.030 -5.125 2.033  -0.198
92 C -2.579 -5.735 3.156  -0.301
93 C -3.829 -6.330 3.096  -0.864
94 C -4.545 -6.325 1.908  -0.586
95 C -3.995 -5.742 0.775  -0.655
96 C -2.744 -5.152 0.839  0.489
97 H -2.051 -3.458 4.038  0.749
98 H -2.986 -2.509 2.873  0.278
99 H -3.983 -0.710 4.082  0.504
100 H -3.855 1.137 5.709  0.435
101 H -1.760 1.552 6.952  0.414
102 H 0.190 0.069 6.601  0.436
103 H 0.048 -1.795 5.011  0.413
104 H -0.106 -4.802 2.955  0.726
105 H -0.101 -4.592 1.200  0.375
106 H -2.018 -5.762 4.082  0.497
107 H -4.240 -6.804 3.974  0.423
108 H -5.518 -6.791 1.861  0.421
109 H -4.538 -5.762 -0.159  0.466
110 H -2.296 -4.727 -0.046  0.326

# 6
The following is a quantum chemistry calculation of a molecular structure, C11H29Ag3FO8P in a non-equilibrium geometry, from OMol25.

Summary:
E_HOMO = -14.64 eV
net charge = +2
max |F| = 7.05 eV/A
energy above the lowest of the compared OMol25 structures with the same formula, charge and spin = 395.3 kJ/mol
gap between HOMO and LUMO = 7.84 eV

Last column: Mulliken charge in e.
Element x y z (Å)
1 Ag -29.902 -16.057 9.068  0.539
2 Ag -32.014 -16.678 7.142  0.776
3 Ag -29.151 -16.477 5.986  0.347
4 F -30.003 -17.205 7.454  -0.232
5 C -34.415 -19.766 4.778  -0.663
6 O -33.740 -18.930 3.891  -0.370
7 P -32.596 -17.928 4.440  1.140
8 O -33.057 -17.247 5.708  -0.860
9 O -31.188 -18.875 4.599  -0.281
10 C -30.861 -19.477 5.860  -0.146
11 O -32.261 -16.969 3.134  -0.334
12 C -31.551 -15.791 3.280  -0.456
13 H -34.211 -19.551 5.828  0.286
14 H -34.082 -20.793 4.629  0.306
15 H -35.498 -19.765 4.660  0.273
16 H -31.640 -19.427 6.620  0.323
17 H -29.891 -19.070 6.143  -0.295
18 H -30.680 -20.496 5.517  0.483
19 H -30.519 -16.094 3.460  0.097
20 H -31.847 -15.186 4.138  0.280
21 H -31.673 -15.112 2.436  0.345
22 C -27.113 -18.008 7.432  -0.539
23 O -27.983 -18.066 6.229  -0.376
24 C -27.208 -18.136 4.949  -0.521
25 C -26.921 -16.631 4.612  -0.464
26 O -28.206 -15.940 4.220  -0.309
27 C -27.966 -14.557 3.937  -0.817
28 H -27.725 -17.527 8.195  -0.013
29 H -26.302 -17.294 7.286  0.465
30 H -26.794 -19.024 7.664  0.308
31 H -27.883 -18.568 4.211  0.279
32 H -26.295 -18.699 5.143  0.388
33 H -26.118 -16.398 3.912  0.480
34 H -26.660 -16.049 5.496  0.437
35 H -28.657 -14.108 3.224  0.261
36 H -26.918 -14.265 3.862  0.410
37 H -28.310 -14.141 4.884  0.317
38 C -28.640 -19.107 9.491  -0.976
39 O -29.252 -17.900 9.926  -0.237
40 C -29.304 -17.689 11.352  -0.222
41 C -30.200 -16.470 11.633  -0.720
42 O -29.678 -15.263 10.964  -0.471
43 C -30.338 -14.069 11.348  -0.816
44 H -28.864 -19.228 8.431  0.129
45 H -29.082 -19.982 9.967  0.431
46 H -27.556 -19.098 9.606  0.412
47 H -28.359 -17.503 11.863  0.389
48 H -29.782 -18.561 11.798  0.420
49 H -30.340 -16.176 12.674  0.507
50 H -31.209 -16.618 11.250  0.286
51 H -30.017 -13.368 10.577  0.300
52 H -30.226 -13.669 12.355  0.346
53 H -31.402 -13.979 11.126  0.361